[1]
This record from OMol25 describes a 15-piece molecular cluster, C85H197N15O13 overall at a distorted geometry. The level of theory is the ωB97M-V functional and the def2-TZVPD basis.

Values from the calculation:
Total charge ... 0
HOMO energy ... -8.058 eV

Each line ends with the Mulliken charge.
Element x y z (Å)
C  2.396  0.938  -0.601  0.262
C  1.220  0.143  -1.073  0.054
N  0.101  0.436  -0.201  1.401
C  0.100  -0.334  1.030  1.606
C  -1.049  0.018  1.970  -0.530
C  -1.124  0.313  -0.994  -0.384
C  -1.352  1.528  -1.985  1.149
H  2.563  0.994  0.461  -0.647
H  2.282  1.986  -0.872  -0.491
H  3.340  0.630  -1.071  0.283
H  1.041  0.403  -2.103  0.820
H  1.361  -0.988  -1.053  -0.973
H  0.037  -1.429  0.712  -0.149
H  1.046  -0.227  1.569  -0.698
H  -1.087  1.090  2.189  -1.305
H  -2.035  -0.246  1.635  0.983
H  -0.832  -0.514  2.896  -0.154
H  -1.993  0.233  -0.336  0.663
H  -1.104  -0.670  -1.543  -0.408
H  -1.179  2.434  -1.433  -1.264
H  -2.422  1.486  -2.252  -0.727
H  -0.692  1.481  -2.846  0.428
C  3.556  3.289  -6.578  -0.626
C  2.361  3.411  -7.498  -0.915
N  1.100  3.925  -6.908  0.144
C  0.477  3.062  -5.895  0.668
C  -1.008  3.178  -5.873  -0.860
C  1.148  5.290  -6.511  0.062
C  1.684  6.232  -7.605  -1.629
H  3.932  4.271  -6.234  0.232
H  4.441  2.927  -7.150  0.449
H  3.368  2.669  -5.672  0.034
H  2.587  3.982  -8.400  0.439
H  2.053  2.379  -7.838  0.395
H  0.786  2.026  -6.098  -0.021
H  0.952  3.344  -4.951  -0.246
H  -1.385  4.179  -5.766  0.264
H  -1.445  2.736  -6.749  0.386
H  -1.488  2.635  -5.037  -0.269
H  1.780  5.434  -5.646  0.030
H  0.195  5.643  -6.206  0.404
H  1.095  6.245  -8.519  0.323
H  2.743  6.048  -7.748  0.366
H  1.632  7.231  -7.159  0.470
C  1.779  0.795  9.599  -1.511
C  1.890  -0.154  8.414  -0.737
N  1.754  0.479  7.097  1.256
C  0.349  0.849  6.959  -1.759
C  -0.016  1.131  5.505  1.298
C  2.711  1.608  6.856  -0.261
C  4.159  1.314  7.281  -1.440
H  0.744  1.119  9.728  0.318
H  2.423  1.659  9.503  0.290
H  2.079  0.214  10.465  0.462
H  2.838  -0.711  8.413  0.242
H  1.164  -0.936  8.400  0.584
H  -0.222  0.012  7.388  0.711
H  0.133  1.745  7.606  0.252
H  0.259  0.316  4.835  -0.896
H  -1.062  1.405  5.471  -0.619
H  0.497  2.016  5.076  0.436
H  2.320  2.533  7.350  0.476
H  2.629  1.806  5.782  -0.118
H  4.708  2.157  6.938  0.500
H  4.386  0.379  6.748  0.139
H  4.252  1.189  8.360  0.310
C  -4.076  0.893  5.484  -0.634
C  -4.251  -0.595  5.299  -0.585
N  -3.467  -1.620  6.023  0.207
C  -2.184  -1.672  5.357  1.880
C  -1.110  -2.413  6.126  -1.202
C  -4.149  -2.858  6.011  -0.274
C  -5.198  -3.089  7.098  -1.407
H  -4.242  1.142  6.533  0.405
H  -4.786  1.447  4.894  0.342
H  -3.023  1.118  5.239  -0.278
H  -5.320  -0.731  5.563  0.413
H  -4.127  -0.827  4.211  0.239
H  -2.432  -2.090  4.342  0.101
H  -1.819  -0.679  5.151  -1.629
H  -0.125  -2.230  5.635  -0.042
H  -1.075  -1.881  7.099  0.268
H  -1.293  -3.475  6.290  0.644
H  -3.437  -3.695  6.003  0.398
H  -4.671  -3.011  5.020  0.313
H  -5.641  -4.099  7.020  0.400
H  -6.020  -2.370  7.017  0.293
H  -4.701  -2.887  8.045  0.331
C  -3.956  6.169  0.670  -0.935
C  -4.038  5.255  1.860  -0.827
N  -2.947  4.275  1.890  2.224
C  -2.912  3.559  3.155  -0.395
C  -2.075  4.373  4.199  -1.224
C  -2.869  3.381  0.735  1.423
C  -4.091  2.480  0.491  -1.851
H  -4.051  5.598  -0.247  0.005
H  -3.000  6.677  0.625  -0.069
H  -4.730  6.924  0.673  0.543
H  -4.046  5.813  2.793  0.537
H  -5.029  4.757  1.865  0.374
H  -3.944  3.444  3.539  0.266
H  -2.513  2.564  3.080  -0.110
H  -2.063  3.856  5.188  0.344
H  -1.041  4.429  3.866  0.053
H  -2.524  5.344  4.232  0.487
H  -2.006  2.719  0.968  -0.759
H  -2.702  3.936  -0.188  -0.334
H  -3.901  1.794  -0.349  0.174
H  -4.943  3.081  0.182  0.437
H  -4.386  1.943  1.417  0.181
C  -1.533  -6.554  -3.994  -1.345
C  -2.652  -5.725  -3.411  -0.384
N  -3.024  -4.577  -4.179  1.389
C  -3.523  -4.814  -5.506  -0.614
C  -3.264  -3.640  -6.443  -0.766
C  -3.835  -3.577  -3.470  -1.417
C  -3.019  -2.532  -2.732  0.455
H  -0.643  -5.930  -3.880  0.174
H  -1.611  -6.789  -5.064  0.435
H  -1.326  -7.502  -3.505  0.383
H  -3.614  -6.281  -3.333  0.245
H  -2.432  -5.535  -2.352  -0.014
H  -3.020  -5.717  -5.905  0.291
H  -4.622  -5.024  -5.518  0.309
H  -2.206  -3.453  -6.528  0.209
H  -3.782  -3.792  -7.416  0.443
H  -3.727  -2.723  -6.049  -0.007
H  -4.547  -4.082  -2.765  0.107
H  -4.500  -3.066  -4.208  0.524
H  -2.394  -3.109  -2.038  -0.774
H  -3.497  -1.747  -2.188  0.695
H  -2.342  -2.028  -3.434  -0.121
C  7.471  0.413  -0.590  -0.753
N  7.314  0.141  0.876  1.081
O  7.679  -0.900  1.334  -0.550
O  6.842  1.106  1.470  -0.576
H  8.260  1.182  -0.726  0.324
H  6.506  0.775  -0.906  0.129
H  7.776  -0.492  -1.079  0.351
C  0.241  -3.009  -4.908  0.003
N  0.484  -1.538  -4.934  0.900
O  -0.079  -0.877  -4.075  -0.288
O  1.265  -1.102  -5.744  -0.615
H  0.721  -3.509  -5.764  0.296
H  -0.836  -3.119  -4.878  -0.467
H  0.706  -3.336  -3.976  -0.099
C  3.393  3.869  -2.724  -0.119
N  4.630  3.156  -2.598  1.216
O  5.434  3.484  -1.765  -0.626
O  4.774  2.221  -3.382  -0.611
H  3.287  4.764  -2.110  0.151
H  2.581  3.162  -2.670  -0.025
H  3.347  4.181  -3.788  -0.040
C  -1.070  5.526  -2.101  -0.048
N  -2.559  5.649  -2.437  0.839
O  -3.256  4.648  -2.425  -0.284
O  -2.988  6.744  -2.758  -0.622
H  -0.972  6.045  -1.183  -0.027
H  -0.543  5.999  -2.921  0.446
H  -0.887  4.461  -2.002  -0.282
C  3.313  -4.323  4.815  -1.738
C  4.039  -3.018  5.326  2.061
C  5.484  -3.111  4.938  -2.056
C  5.746  -2.954  3.409  -0.377
C  5.256  -1.591  3.025  -0.509
C  3.778  -1.359  3.350  1.445
N  3.524  -1.758  4.792  0.393
O  2.127  -1.599  5.119  1.125
C  3.559  0.171  3.384  -1.488
C  2.803  -2.086  2.439  0.186
C  3.915  -2.915  6.812  -1.914
H  3.712  -4.628  3.848  0.297
H  2.250  -4.126  4.747  -0.066
H  3.445  -5.163  5.498  0.606
H  5.978  -2.372  5.542  0.399
H  5.864  -4.053  5.370  0.487
H  5.134  -3.734  2.902  0.013
H  6.754  -3.087  3.090  0.532
H  5.366  -1.482  1.947  -0.625
H  5.791  -0.781  3.568  0.461
H  2.503  0.449  3.602  -0.755
H  4.273  0.534  4.089  0.852
H  3.844  0.443  2.381  0.371
H  1.795  -2.061  2.842  -0.414
H  2.838  -1.576  1.461  -0.005
H  3.084  -3.137  2.307  0.308
H  4.369  -3.765  7.289  0.569
H  2.862  -2.801  7.129  0.145
H  4.493  -2.085  7.192  0.369
H  2.140  -0.903  5.823  -0.494
C  2.311  4.751  0.499  -2.157
C  1.529  4.635  1.838  2.443
C  2.508  4.706  3.022  -1.703
C  3.113  6.116  3.132  -0.857
C  1.940  7.076  3.410  -1.323
C  0.906  7.038  2.300  1.538
N  0.463  5.628  2.109  0.167
O  -0.461  5.555  1.018  0.952
C  -0.342  7.807  2.875  -1.751
C  1.438  7.750  1.018  -1.409
C  0.904  3.267  1.889  0.709
H  2.824  3.807  0.356  0.348
H  2.945  5.632  0.373  0.529
H  1.510  4.738  -0.254  0.133
H  1.852  4.440  3.856  0.422
H  3.274  3.952  2.949  0.438
H  3.611  6.329  2.190  0.341
H  3.807  6.225  3.948  0.469
H  2.256  8.063  3.687  0.525
H  1.440  6.638  4.296  0.245
H  -0.090  8.852  3.050  0.510
H  -1.217  7.856  2.197  0.168
H  -0.704  7.322  3.813  0.271
H  2.337  7.324  0.570  0.259
H  0.679  7.635  0.255  0.189
H  1.681  8.773  1.204  0.493
H  0.240  3.158  2.768  -1.366
H  1.725  2.579  1.965  -0.134
H  0.385  3.049  0.930  -0.340
H  -1.338  5.445  1.431  -0.645
C  3.659  -1.288  -3.542  -0.857
C  4.457  -2.447  -2.930  1.145
C  4.667  -2.352  -1.396  0.667
C  5.186  -3.646  -0.878  -0.675
C  4.163  -4.768  -1.074  -0.589
C  3.878  -4.920  -2.588  1.525
N  3.579  -3.595  -3.175  1.430
O  3.415  -3.703  -4.565  -0.442
C  5.057  -5.662  -3.225  -1.890
C  2.596  -5.682  -2.717  -2.015
C  5.819  -2.397  -3.544  -1.858
H  2.634  -1.366  -3.133  -0.433
H  3.623  -1.322  -4.661  0.682
H  4.091  -0.327  -3.248  0.136
H  5.330  -1.460  -1.321  -0.277
H  3.718  -2.090  -0.886  -0.876
H  5.219  -3.588  0.210  -0.385
H  6.204  -3.802  -1.163  0.677
H  3.220  -4.430  -0.637  -0.533
H  4.439  -5.734  -0.695  0.904
H  4.818  -5.961  -4.231  0.514
H  5.961  -5.068  -3.126  0.307
H  5.167  -6.547  -2.594  0.434
H  2.426  -5.905  -3.778  0.525
H  2.654  -6.595  -2.145  0.520
H  1.788  -5.071  -2.341  -0.035
H  6.402  -3.264  -3.307  0.341
H  6.310  -1.508  -3.133  0.236
H  5.705  -2.304  -4.656  0.514
H  4.280  -3.982  -4.935  0.287
C  -0.109  -7.483  -0.444  -1.142
C  -0.875  -7.467  0.903  2.018
C  0.072  -7.839  2.049  -1.600
C  1.049  -6.736  2.413  -0.144
C  0.262  -5.451  2.701  -0.332
C  -0.589  -4.967  1.547  2.701
N  -1.475  -6.129  1.260  -0.267
O  -2.331  -5.762  0.065  -0.249
C  -1.518  -3.826  1.921  -1.912
C  0.233  -4.452  0.347  0.866
C  -2.081  -8.449  0.786  -2.053
H  -0.078  -8.509  -0.847  0.674
H  0.888  -7.063  -0.348  -0.121
H  -0.600  -6.820  -1.178  -0.115
H  -0.525  -8.107  2.898  0.446
H  0.594  -8.766  1.766  0.400
H  1.783  -6.530  1.619  -0.018
H  1.643  -6.969  3.308  0.469
H  0.941  -4.655  2.998  -1.042
H  -0.473  -5.614  3.528  0.637
H  -1.997  -3.367  1.057  0.108
H  -2.304  -4.171  2.603  0.765
H  -0.944  -3.071  2.435  -0.305
H  0.863  -3.611  0.724  -0.524
H  0.896  -5.172  -0.087  -0.531
H  -0.553  -4.002  -0.317  -0.449
H  -2.693  -8.309  -0.104  0.345
H  -2.772  -8.295  1.603  0.485
H  -1.754  -9.498  0.768  0.407
H  -3.177  -5.652  0.531  0.264
C  -8.347  1.316  -6.888  -1.544
C  -7.551  2.544  -6.364  1.538
C  -8.066  3.117  -5.110  -1.162
C  -7.688  2.350  -3.874  -0.603
C  -6.159  2.284  -3.771  -1.437
C  -5.568  1.591  -4.961  2.666
N  -6.036  2.338  -6.153  0.197
O  -5.487  1.829  -7.377  -0.497
C  -4.068  1.707  -4.879  -2.405
C  -5.862  0.156  -5.020  -1.761
C  -7.483  3.638  -7.432  -1.955
H  -7.975  1.127  -7.881  0.365
H  -9.417  1.564  -6.943  0.383
H  -8.256  0.459  -6.253  0.315
H  -7.579  4.104  -5.107  0.372
H  -9.152  3.267  -5.144  0.432
H  -8.038  1.315  -3.819  0.369
H  -8.187  2.915  -3.080  0.379
H  -5.782  1.770  -2.870  0.280
H  -5.678  3.282  -3.794  0.392
H  -3.732  1.122  -4.013  0.020
H  -3.569  1.193  -5.724  0.365
H  -3.747  2.709  -4.766  0.838
H  -5.532  -0.327  -5.942  0.441
H  -5.472  -0.409  -4.161  0.199
H  -6.937  -0.057  -4.979  0.214
H  -6.769  4.385  -7.062  0.455
H  -8.472  4.162  -7.558  0.339
H  -7.102  3.201  -8.382  0.424
H  -5.145  2.639  -7.767  0.380



[2]
This record from OMol25 describes one molecule with the formula C22H29N3O2. The level of theory is the ωB97M-V functional and the def2-TZVPD basis.

Values from the calculation:
Total charge ... 0
Energy relative to the best compared isomer or geometry (same formula, charge and spin) ... 34.5 kcal/mol
SMILES ... C[C@H](CCc1ccccc1)NC(=O)CN1CCN(c2ccc(O)cc2)CC1
HOMO energy ... -7.652 eV

Each line ends with the Mulliken charge.
Element x y z (Å)
C  -2.783  -0.379  -2.498  -1.561
C  -2.604  -0.275  -0.988  -0.030
C  -2.331  1.161  -0.518  -0.493
C  -3.514  2.112  -0.732  -1.422
C  -4.765  1.607  -0.066  0.592
C  -5.860  1.198  -0.814  -0.258
C  -7.000  0.715  -0.196  -0.666
C  -7.058  0.632  1.184  -0.399
C  -5.973  1.043  1.941  -0.763
C  -4.838  1.528  1.320  -0.002
N  -1.512  -1.134  -0.580  -0.063
C  -1.519  -1.876  0.542  0.459
O  -2.473  -1.997  1.281  -0.696
C  -0.193  -2.606  0.769  -0.866
N  0.925  -1.817  0.286  0.175
C  2.144  -2.591  0.136  -1.034
C  3.234  -1.727  -0.500  -0.841
N  3.475  -0.575  0.337  0.271
C  4.689  0.108  0.234  0.071
C  5.047  1.021  1.231  -0.320
C  6.256  1.680  1.200  -0.754
C  7.162  1.437  0.173  0.875
O  8.352  2.106  0.180  -0.559
C  6.826  0.526  -0.817  -0.648
C  5.605  -0.124  -0.791  -0.415
C  2.261  0.196  0.508  -0.827
C  1.190  -0.678  1.150  -0.639
H  -3.676  0.150  -2.813  0.356
H  -2.884  -1.422  -2.788  0.424
H  -1.923  0.046  -3.013  0.348
H  -3.496  -0.651  -0.474  0.510
H  -2.098  1.120  0.548  0.282
H  -1.453  1.552  -1.042  0.409
H  -3.692  2.247  -1.800  0.486
H  -3.248  3.086  -0.314  0.387
H  -5.825  1.261  -1.893  0.312
H  -7.843  0.400  -0.793  0.377
H  -7.945  0.251  1.668  0.382
H  -6.012  0.983  3.019  0.374
H  -3.998  1.851  1.918  0.354
H  -0.625  -1.047  -1.058  0.396
H  -0.237  -3.540  0.201  0.415
H  -0.113  -2.863  1.836  0.344
H  1.940  -3.447  -0.511  0.417
H  2.508  -2.965  1.109  0.321
H  4.149  -2.317  -0.571  0.541
H  2.911  -1.436  -1.515  0.365
H  4.374  1.205  2.054  0.407
H  6.524  2.382  1.974  0.394
H  8.876  1.839  -0.584  0.267
H  7.520  0.327  -1.623  0.250
H  5.373  -0.810  -1.590  0.388
H  2.456  1.066  1.134  0.457
H  1.890  0.550  -0.470  0.196
H  0.268  -0.106  1.274  0.366
H  1.535  -1.004  2.146  0.288



| no. | energy (hartree) |
| --- | --- |
| 1 | -5155.59721 |
| 2 | -1170.49389 |